Here is a cluster of 2 separate species, C6H10N4O2 in total in a non-equilibrium geometry from OMol25. Energies are from the ωB97M-V functional and the def2-TZVPD basis.

Geometry as XYZ:
```
22
Properties=species:S:1:pos:R:3:forces:R:3
H 1.66911 -1.74446 -2.71532 -0.029 0.044 -0.028
N 1.25248 -1.24233 -3.49329 -0.027 -0.016 0.071
C 0.18104 -0.64942 -3.14406 -0.146 -0.035 0.340
N -0.40444 -0.62846 -1.90051 -0.107 -0.217 -0.382
N -0.53650 0.09233 -4.09098 0.012 -0.048 0.101
C -0.16819 0.23602 -5.40686 0.300 -0.341 0.662
O -0.80247 0.88234 -6.18855 -0.564 0.536 -0.627
H -1.26139 -0.12820 -1.71039 0.405 -0.111 -0.052
H 0.02925 -1.11195 -1.12946 -0.049 0.317 -0.196
H -1.37763 0.56800 -3.81553 -0.104 0.072 0.005
H 0.74980 -0.29210 -5.63938 0.325 -0.204 -0.092
C -1.09103 0.28680 4.05725 -0.433 -0.140 0.106
C 0.22150 0.75836 3.41836 0.042 0.269 -0.117
C 0.21624 0.56667 1.96311 -0.107 -0.196 -1.857
N 0.17080 0.42038 0.80981 0.059 0.228 2.186
C 1.40533 0.05349 4.06282 0.540 -0.337 0.049
O 2.23736 -0.58912 3.47828 -0.556 0.400 0.306
H -1.94506 0.84452 3.64832 0.310 -0.152 0.131
H -1.06899 0.44346 5.14526 0.047 -0.032 -0.326
H -1.25947 -0.78148 3.86116 0.088 0.308 0.060
H 0.34731 1.83826 3.61825 -0.007 -0.311 -0.067
H 1.43495 0.17689 5.17171 0.003 -0.035 -0.274
```
Forces are in eV/Å.

structure (SMILES): [H]/N=C(\N)NC=O.C[C@H](C#N)C=O
HOMO-LUMO gap: 9.224 eV
total charge: 0
molecular weight: 170.2 g mol⁻¹
HOMO level: -9.039 eV
LUMO level: 0.007 hartree
strongest force on any atom: 2.20 eV/Å

Here is an isolated molecule of C2H7N3O2 in a non-equilibrium geometry from OMol25. Energies are from the ωB97M-V functional and the def2-TZVPD basis.

Geometry as XYZ:
```
14
Properties=species:S:1:pos:R:3:forces:R:3
C -1.20905 -1.22003 0.32388 -5.232 -1.610 -4.282
C 0.42104 0.55196 -0.17677 3.497 -2.770 -0.222
H -1.35776 -1.25607 1.38732 0.787 0.150 0.433
H -2.17571 -0.50761 -0.11569 2.900 -1.424 1.234
H -1.70212 -2.29259 -0.14292 1.993 2.738 1.449
H 0.42209 -1.33369 -1.26721 -1.772 1.577 3.546
H -0.39286 1.15014 -1.83894 -0.277 0.536 -0.530
H 1.37467 1.90991 0.10513 -0.209 3.709 0.270
H 1.07074 -0.93794 1.36713 0.073 0.541 0.421
N 0.10064 -0.90916 -0.24284 0.851 1.074 -2.317
N 0.53291 1.30233 -1.45106 -1.168 0.593 4.709
N 1.19112 0.93990 0.89178 -4.424 -2.784 -2.363
O 0.58492 2.74968 -0.81460 2.090 -4.371 0.113
O 1.13937 -0.14682 1.97479 0.893 2.041 -2.461
```
Forces are in eV/Å.

HOMO-LUMO gap: 9.198 eV
total charge: 0
molecular weight: 105.1 g mol⁻¹
HOMO level: -9.353 eV
LUMO level: -0.006 hartree
strongest force on any atom: 6.95 eV/Å

Here is a cluster of 2 separate species, C15H30FNO2S in total in a non-equilibrium geometry from OMol25. Energies are from the ωB97M-V functional and the def2-TZVPD basis.

Geometry as XYZ:
```
50
Properties=species:S:1:pos:R:3:forces:R:3
C 6.88655 -0.36299 0.04509 -0.084 -0.089 0.076
O 5.71686 0.04205 -0.63686 -0.078 -0.253 0.182
C 4.63658 0.09115 0.26891 -0.395 0.427 -0.307
C 3.34525 0.48818 -0.43519 0.371 0.120 0.324
C 2.27121 0.91438 0.57472 0.315 -0.177 0.134
C 2.15869 -0.00253 1.79961 -0.225 -0.299 -0.486
C 1.83283 -1.47433 1.48949 -0.452 -0.096 0.685
C 0.33976 -1.82408 1.40498 0.241 -0.420 -0.583
C -0.31489 -1.54876 0.03743 -0.441 0.744 0.578
C -1.79789 -1.12633 0.13007 0.346 -1.082 -0.891
C -2.02425 0.35720 0.03076 -1.210 1.146 0.654
C -1.36757 1.11328 1.10764 1.555 -0.134 0.247
N -2.09155 1.97713 1.68953 -0.696 -0.198 -1.258
F -1.62291 2.75294 2.68362 -0.157 0.124 -0.090
C -3.48810 2.01207 1.20135 -0.368 -0.920 1.036
S -4.54081 1.59449 2.66332 -0.471 0.665 -0.009
C -3.49416 0.87789 0.15419 0.170 0.092 -0.315
H 7.24498 0.42542 0.71369 0.114 0.115 -0.085
H 6.69684 -1.24064 0.67197 -0.057 -0.113 -0.064
H 7.64330 -0.62807 -0.68610 0.065 0.157 -0.083
H 4.48716 -0.88927 0.73004 0.224 -0.044 0.239
H 4.84150 0.84410 1.04246 0.128 -0.132 0.199
H 3.01695 -0.34696 -1.05093 -0.118 0.075 -0.182
H 3.56489 1.34965 -1.06316 -0.036 -0.109 -0.307
H 2.50582 1.92323 0.92034 0.000 0.085 0.021
H 1.32309 0.97468 0.04328 -0.132 0.066 -0.037
H 3.08219 0.00448 2.37275 0.187 0.248 -0.044
H 1.40616 0.39770 2.48571 -0.082 -0.048 0.096
H 2.23964 -2.05763 2.31744 0.101 -0.100 -0.013
H 2.33031 -1.84000 0.59170 0.097 0.134 -0.103
H 0.24600 -2.89749 1.57527 -0.058 -0.054 0.192
H -0.21977 -1.35900 2.22128 0.032 0.213 0.032
H 0.21983 -0.74303 -0.46621 0.102 -0.056 -0.205
H -0.25764 -2.41638 -0.61122 0.207 -0.121 0.001
H -2.28871 -1.55877 1.00385 0.053 0.164 0.243
H -2.30254 -1.54873 -0.74106 -0.290 0.348 -0.104
H -1.68752 0.81010 -0.91059 0.314 -0.623 -0.324
H -0.33734 1.02922 1.43201 0.074 -0.125 0.011
H -3.76243 2.95464 0.74545 0.080 0.405 0.464
H -3.61468 1.02356 3.45493 0.102 0.044 -0.363
H -4.22987 0.15448 0.47894 0.238 -0.476 -0.040
H -3.80117 1.19925 -0.84040 0.029 0.054 -0.064
C -4.32924 0.05463 -4.55070 -0.500 -0.061 -0.115
C -4.35815 -0.42266 -3.08495 0.037 0.230 -0.780
O -3.14580 -0.28653 -2.49619 0.067 0.044 0.883
H -3.61508 -0.52761 -5.13631 0.094 0.011 0.099
H -5.31727 -0.06023 -5.02070 0.045 0.014 -0.003
H -4.05415 1.11037 -4.61405 0.100 -0.017 0.077
H -4.76829 -1.46058 -3.12458 0.236 -0.105 0.156
H -5.20459 0.14632 -2.61262 0.126 0.128 0.226
```
Forces are in eV/Å.

HOMO-LUMO gap: 4.702 eV
total charge: 0
molecular weight: 307.5 g mol⁻¹
HOMO level: -5.896 eV
LUMO level: -0.044 hartree
strongest force on any atom: 1.79 eV/Å

Here is a structure of composition C6H6O in a non-equilibrium geometry from OMol25. Energies are from the ωB97M-V functional and the def2-TZVPD basis.

Geometry as XYZ:
```
13
Properties=species:S:1:pos:R:3:forces:R:3
C -0.82364 -1.44325 0.71165 -2.504 2.370 -2.815
C -1.41189 -0.77906 -0.21803 1.382 -0.865 1.965
C 0.38153 -1.67289 1.33166 3.532 0.486 -0.025
C 0.94242 -0.14399 0.14923 -2.778 -0.712 0.403
C -0.35631 0.32865 -0.56954 2.029 -4.623 1.043
C -0.65619 1.68585 -0.98563 -2.713 -0.906 3.067
O 0.81854 -0.39474 -1.15232 -1.040 0.136 -0.846
H 0.66281 -1.49887 2.41328 -0.964 0.126 -1.205
H 1.02916 -2.51032 0.96226 -0.733 0.663 0.073
H 1.77707 0.43968 0.34145 1.864 0.706 1.274
H -0.44497 2.01282 -1.91385 0.778 0.552 -3.337
H -0.15961 2.28561 -0.27435 0.331 1.287 0.717
H -1.75891 1.69052 -0.79581 0.815 0.779 -0.313
```
Forces are in eV/Å.

HOMO-LUMO gap (alpha / beta): 8.623 / 8.622 eV
total charge: 0
molecular weight: 94.1 g mol⁻¹
HOMO level (alpha / beta): -8.723 / -8.722 eV
LUMO level (alpha / beta): -0.004 / -0.004 hartree
strongest force on any atom: 5.16 eV/Å